Entry A
12
Properties=species:S:1:pos:R:3 method="wB97M-V/def2-TZVPD" molar_mass_g_mol=88.09 charge=-1 homo_energy_ev=-2.64 e_lumo_ev=4.1
C -0.0211 1.1597 1.4048
N -0.4096 -0.0571 1.0248
C -0.6433 -0.3806 -0.3802
C 0.6602 -0.5996 -1.2379
O 0.3592 -0.9304 -2.4870
O 0.5667 1.4177 2.4565
H -0.3392 2.0019 0.7747
H -0.2397 -0.7998 1.6879
H -1.1291 0.4538 -0.8703
H -1.2217 -1.2843 -0.5395
H 1.2367 -1.3812 -0.6719
H 1.1810 0.4000 -1.1620

Entry B
12
Properties=species:S:1:pos:R:3 method="wB97M-V/def2-TZVPD" molar_mass_g_mol=88.09 charge=-1 homo_energy_ev=-3.30 e_lumo_ev=4.0
O -1.9381 0.6215 0.7112
C -0.9925 0.1837 -0.0268
N 0.3969 0.1945 0.1953
C 1.5365 0.4627 1.3808
O 2.6039 -0.1798 1.0934
C -1.2315 -0.4905 -1.4668
H 0.8600 -0.5744 -0.2882
H 1.5099 1.5909 1.2864
H 1.0552 0.1970 2.2788
H -1.2485 -1.6124 -1.3127
H -0.3257 -0.2084 -1.9182
H -2.2261 -0.1848 -1.9333

Name the most stable of them. entry A.

Entry A
12
Properties=species:S:1:pos:R:3 method="wB97M-V/def2-TZVPD" molar_mass_g_mol=88.09 charge=-1 homo_energy_ev=-3.59 e_lumo_ev=4.5
O -0.0914 0.4264 2.3633
C 0.2657 0.2697 1.1833
N -0.4263 0.8645 0.1754
C -0.9298 0.2660 -1.4225
O -0.7694 -0.9430 -1.7929
C 1.2162 -0.7855 0.6333
H -1.1722 1.4798 0.4596
H -0.3554 1.0402 -1.9629
H -1.9855 0.5178 -1.2087
H 1.2300 -1.5903 1.3747
H 0.7647 -1.0901 -0.3115
H 2.2535 -0.4555 0.5090

Entry B
12
Properties=species:S:1:pos:R:3 method="wB97M-V/def2-TZVPD" molar_mass_g_mol=88.09 charge=-1 homo_energy_ev=-2.64 e_lumo_ev=4.1
C 1.5480 -0.5647 0.5268
N 0.9243 0.6103 0.5139
C -0.3335 0.8148 -0.3440
C -1.3234 -0.4644 -0.3805
O -2.1825 -0.0215 -1.2026
O 2.4650 -0.9472 1.2150
H 1.1953 -1.2941 -0.2505
H 1.2812 1.2187 1.0835
H -0.2320 1.0460 -1.4101
H -0.8540 1.5711 0.1114
H -1.6720 -0.6257 0.7351
H -0.8164 -1.3432 -0.5981

Entry C
12
Properties=species:S:1:pos:R:3 method="wB97M-V/def2-TZVPD" molar_mass_g_mol=88.09 charge=-1 homo_energy_ev=-4.05 e_lumo_ev=3.9
C 0.3457 0.6178 1.9236
C -0.9909 -0.7024 0.5727
N -0.9215 0.0036 1.6091
H 1.1407 0.3155 1.2392
H 0.2520 1.7055 1.8206
H 0.5969 0.4278 2.9630
H -0.1937 -0.9175 -0.1371
H -1.9489 -1.1534 0.3086
O -0.0100 -1.2456 -2.5115
C 0.4170 -0.0751 -2.5904
O 0.1502 0.8206 -3.4094
H 1.1624 0.2031 -1.7885

Name the most stable of them. entry C.